1.
Computed, not measured: a cluster of 2 separate species, C22H41BF2NO6P in total at a distorted geometry, with ωB97M-V with the def2-TZVPD basis set.

Output
- HOMO-LUMO gap (spin up / spin down) (Ha) = 0.304 / 0.294
- multiplicity = 2
- total charge = -1
- E_LUMO (spin up / spin down) (eV) = 2.25 / 1.99
- <S²> = 0.754

Last column: Löwdin charge in e.
Cartesian coordinates (Å):
1 C 4.70784 -0.52185 3.39700  -0.10
2 C 5.39528 -0.77479 2.03906  -0.27
3 C 5.05690 0.31076 1.03161  -0.22
4 C 5.60837 0.06052 -0.38304  -0.20
5 C 4.55854 -0.38954 -1.39121  -0.19
6 C 4.01025 -1.82892 -1.14863  -0.19
7 C 2.48536 -1.90618 -1.09667  -0.21
8 C 1.85573 -1.34853 0.20491  -0.17
9 C 1.17319 0.02393 0.05110  -0.18
10 C -0.21182 0.09948 0.73574  -0.16
11 C -1.42670 0.18374 -0.19465  -0.53
12 P -1.69546 1.90755 -0.90855  0.97
13 C -0.70474 1.99818 -2.48005  -0.25
14 O -0.98865 2.99216 0.11748  -0.30
15 C -1.37929 -0.75104 -1.41222  -0.13
16 C -1.87641 -2.19850 -1.16325  -0.44
17 C -3.14166 -2.43927 -1.98757  -0.03
18 C -0.81749 -3.20567 -1.68827  -0.02
19 N -2.05590 -2.49154 0.27582  -0.13
20 O -2.32039 -3.72446 0.51521  -0.01
21 C -2.90430 -1.54456 1.03322  -0.44
22 C -4.37811 -1.98091 1.05876  -0.02
23 C -2.40373 -1.59907 2.52067  -0.02
24 C -2.74988 -0.10628 0.54078  -0.15
25 H 5.36244 0.06525 4.02879  0.07
26 H 4.47841 -1.47106 3.86461  0.06
27 H 3.75938 -0.02367 3.22599  0.07
28 H 5.10383 -1.76515 1.70052  0.09
29 H 6.47407 -0.79232 2.15205  0.10
30 H 5.49274 1.22759 1.42118  0.11
31 H 3.98998 0.49235 0.96781  0.08
32 H 6.43301 -0.64476 -0.35779  0.11
33 H 6.01349 1.00483 -0.74194  0.10
34 H 3.70799 0.28676 -1.39888  0.10
35 H 4.98374 -0.37306 -2.38837  0.10
36 H 4.47881 -2.28986 -0.28739  0.09
37 H 4.31717 -2.41381 -2.01341  0.10
38 H 2.21682 -2.95409 -1.16458  0.09
39 H 2.08995 -1.37793 -1.96061  0.10
40 H 2.65417 -1.28396 0.93457  0.09
41 H 1.16025 -2.09617 0.57624  0.10
42 H 1.14927 0.32288 -0.98900  0.07
43 H 1.81286 0.73799 0.56290  0.09
44 H -0.28053 -0.70804 1.45412  0.09
45 H -0.21521 1.01601 1.32344  0.10
46 H -0.43843 3.03613 -2.64292  0.04
47 H -1.39665 1.71997 -3.26322  0.03
48 H 0.14851 1.32814 -2.52277  0.01
49 H -0.01789 2.92636 0.09489  0.05
50 H -2.06622 -0.31988 -2.14054  0.10
51 H -0.41220 -0.76216 -1.89259  0.09
52 H -2.91579 -2.14569 -3.00421  0.09
53 H -3.94584 -1.78726 -1.65811  0.08
54 H -3.48908 -3.46405 -1.93280  0.09
55 H -1.33916 -4.04257 -2.13389  0.07
56 H -0.21524 -3.57447 -0.87279  0.07
57 H -0.19603 -2.76439 -2.45771  0.08
58 H -5.02531 -1.11085 1.01597  0.09
59 H -4.61387 -2.49628 1.97688  0.07
60 H -4.62497 -2.66148 0.25309  0.07
61 H -1.81949 -0.71343 2.73316  0.06
62 H -3.23072 -1.57178 3.21488  0.07
63 H -1.77708 -2.46621 2.69060  0.08
64 H -3.52443 0.08126 -0.19882  0.10
65 H -2.89328 0.60139 1.34752  0.13
66 B -3.68463 6.30082 -0.91962  -1.07
67 O -4.40252 5.00252 -0.76473  0.20
68 C -4.73112 4.84761 0.50437  -0.42
69 O -5.32107 3.90197 0.96058  0.11
70 C -4.24378 6.06027 1.29040  -0.42
71 O -4.38333 6.23624 2.47279  0.11
72 O -3.64330 6.88465 0.45260  0.21
73 F -4.38244 7.14042 -1.78256  0.13
74 F -2.39419 6.08779 -1.39795  0.13


2.
Computed, not measured: a structure of composition C22H41BrNP3STm at a distorted geometry, with ωB97M-V with the def2-TZVPD basis set.

Output
- HOMO-LUMO gap (spin up / spin down) (Ha) = 0.220 / 0.223
- multiplicity = 3
- total charge = +3
- E_LUMO (spin up / spin down) (eV) = -9.30 / -9.24
- <S²> = 2.002

Last column: Löwdin charge in e.
Cartesian coordinates (Å):
1 Tm -0.81015 -0.22807 0.04770  1.05
2 P 0.52122 -1.78333 2.08612  0.74
3 P 0.40561 1.84829 1.57438  0.73
4 P 3.46211 0.00871 -1.74571  0.86
5 H -2.15334 -2.56183 -4.58806  0.08
6 C -1.10298 -2.53335 -4.27365  -0.06
7 C -0.60644 -3.17390 -3.19893  -0.25
8 H -1.17406 -3.41805 -2.29545  0.05
9 C -0.73740 -2.49072 3.22036  -0.27
10 C 1.60986 -0.98171 3.32926  -0.26
11 C 1.51097 -3.28667 1.76326  -0.25
12 C 0.08171 3.38405 0.63258  -0.26
13 C -0.57480 2.22919 3.08144  -0.24
14 C 2.05464 2.28217 2.24773  -0.24
15 C 4.59119 -0.60377 -2.99903  -0.19
16 C 3.71213 -0.53985 -0.04957  -0.19
17 C 3.06346 1.75877 -1.77508  -0.18
18 H -0.38224 -2.07693 -4.96318  0.08
19 H 0.37612 -3.65593 -3.32744  0.06
20 H -1.60753 -2.81048 2.63238  0.05
21 H -1.05098 -1.73072 3.94639  0.04
22 H -0.32524 -3.35202 3.75997  0.07
23 H 1.12997 -0.08536 3.73957  0.02
24 H 2.56165 -0.70269 2.86286  0.04
25 H 1.81403 -1.67320 4.15749  0.08
26 H 1.18657 -3.74108 0.82055  0.05
27 H 1.36953 -4.01292 2.57457  0.07
28 H 2.57755 -3.04364 1.69443  0.05
29 H 0.36789 4.24182 1.25976  0.07
30 H -0.98263 3.46343 0.37428  0.05
31 H 0.68724 3.38616 -0.28424  0.04
32 H -0.19887 3.16687 3.50641  0.07
33 H -0.46256 1.43044 3.82154  0.05
34 H -1.63580 2.34404 2.84069  0.04
35 H 1.97852 3.24436 2.77534  0.08
36 H 2.78922 2.38588 1.44119  0.03
37 H 2.40154 1.52341 2.95745  0.04
38 H 5.39625 0.10562 -3.23333  0.07
39 H 3.97099 -0.74514 -3.90528  0.07
40 H 5.02702 -1.57704 -2.71034  0.08
41 H 4.78868 -0.69343 0.14905  0.09
42 H 3.19966 -1.48275 0.15365  0.03
43 H 3.35598 0.20530 0.67639  0.03
44 H 3.84296 2.26999 -2.36312  0.08
45 H 3.03878 2.18770 -0.76353  0.04
46 H 2.08605 1.89015 -2.25479  0.03
47 C -0.56763 -0.53500 -2.28562  -0.78
48 C -0.37263 0.68344 -2.96357  -0.08
49 C -1.44228 1.19294 -3.69500  0.00
50 C -2.73420 0.65546 -3.57267  -0.03
51 C -2.99699 -0.34348 -2.64438  -0.06
52 C -1.94507 -0.92110 -1.93327  -0.29
53 S 0.72969 -1.64022 -1.77786  0.69
54 H 2.24577 -0.60420 -2.33158  -0.09
55 H 0.61720 1.14075 -2.99239  0.08
56 H -1.24456 2.02287 -4.37412  0.14
57 H -3.53659 0.93398 -4.26067  0.14
58 H -4.01039 -0.73029 -2.51305  0.14
59 H -2.12767 -1.73928 -1.20736  0.11
60 Br -5.25796 2.43310 -0.83483  0.86
61 C -4.39947 1.56780 0.64155  -0.60
62 C -5.05053 1.19094 1.81693  0.00
63 C -4.39425 0.40459 2.78481  0.03
64 C -3.11510 -0.02575 2.50729  -0.09
65 N -2.51433 0.30029 1.33595  -0.14
66 C -3.08116 1.17859 0.44919  -0.22
67 H -6.07251 1.51366 1.96831  0.14
68 H -4.85389 0.11669 3.73049  0.14
69 H -2.53597 -0.62939 3.19950  0.10
70 H -2.49353 1.46181 -0.44369  0.09


3.
Computed, not measured: a structure of composition C22H41FGaN2O6S2 at a distorted geometry, with ωB97M-V with the def2-TZVPD basis set.

Output
- HOMO-LUMO gap (Ha) = 0.212
- total charge = -1
- E_LUMO (eV) = 1.94

Last column: Löwdin charge in e.
Cartesian coordinates (Å):
1 C 4.80535 -3.05461 1.18659  -0.16
2 C 3.47326 -3.05265 1.44072  -0.22
3 Ga 2.00917 -3.87991 0.23626  0.31
4 N 2.59348 -3.71533 -1.59419  -0.10
5 F 1.70896 -5.63856 0.66483  -0.36
6 C 0.36330 -2.81139 0.66351  -0.24
7 C -0.94026 -3.39196 0.08821  -0.26
8 C -1.33516 -2.95280 -1.34391  -0.18
9 C -0.47983 -1.89932 -2.01407  -0.22
10 N -0.63759 -0.55245 -1.42346  -0.22
11 C -1.97051 0.05810 -1.58284  -0.19
12 C -2.89844 -0.21252 -0.38855  -0.19
13 C -2.88296 0.91625 0.66410  -0.24
14 C -2.35984 0.37374 2.00232  -0.11
15 C 0.35044 0.32600 -1.88172  -1.09
16 S 0.81774 0.51813 -3.43746  0.68
17 S 1.07879 1.31257 -0.59827  0.89
18 C 2.84128 1.26686 -1.01826  -0.51
19 C 3.66857 1.03465 0.24607  -0.33
20 C 5.13097 1.43243 0.04500  -0.12
21 H 5.36899 -2.14328 0.95295  0.01
22 H 5.38661 -3.97733 1.21068  0.03
23 H 3.09874 -2.46613 2.29258  0.00
24 H 3.24450 -4.47623 -1.77913  -0.04
25 H 3.17228 -2.88179 -1.67190  -0.04
26 H 0.28421 -2.89219 1.75571  0.04
27 H 0.48608 -1.74452 0.45956  0.03
28 H -1.76777 -3.13707 0.76453  0.08
29 H -0.89741 -4.48423 0.09955  0.09
30 H -2.38766 -2.65833 -1.34459  0.09
31 H -1.28359 -3.82713 -2.00031  0.11
32 H 0.57793 -2.16161 -2.02070  0.09
33 H -0.79397 -1.84942 -3.06829  0.10
34 H -1.81237 1.13833 -1.61636  0.09
35 H -2.45336 -0.22005 -2.53035  0.12
36 H -3.90526 -0.39814 -0.76036  0.10
37 H -2.56872 -1.11446 0.12486  0.08
38 H -2.32609 1.79427 0.33296  0.10
39 H -3.91683 1.22505 0.83144  0.09
40 H -1.92872 1.15323 2.63640  0.07
41 H -1.60770 -0.40186 1.84141  0.06
42 H -3.15905 -0.07779 2.59107  0.07
43 H 2.99076 0.45166 -1.72468  0.05
44 H 3.15614 2.18607 -1.51401  0.07
45 H 3.58232 -0.00035 0.58162  0.09
46 H 3.25680 1.66100 1.04507  0.09
47 H 5.60828 1.54761 1.02055  0.07
48 H 5.69739 0.65955 -0.47647  0.07
49 H 5.22615 2.37535 -0.49579  0.07
50 C 2.17029 1.34538 5.58825  -0.03
51 C 1.20867 0.18914 5.51025  -0.33
52 C 1.11129 -0.48911 4.15881  -0.09
53 O -0.21897 -1.00848 4.19239  0.06
54 C -0.95474 -0.22549 5.01095  -0.58
55 O -2.13878 -0.28423 5.09094  0.15
56 O -0.15200 0.62984 5.69788  0.08
57 H 2.04738 1.88144 6.52933  0.08
58 H 3.19769 0.98768 5.51931  0.09
59 H 1.98747 2.05449 4.77972  0.09
60 H 1.42782 -0.54250 6.29384  0.16
61 H 1.82912 -1.29241 4.01407  0.13
62 H 1.18617 0.21746 3.32799  0.14
63 C -2.91196 5.06560 -4.63525  -0.02
64 C -3.22581 3.61545 -4.37908  -0.33
65 C -4.55378 3.12683 -4.91826  -0.10
66 O -4.86188 2.05254 -4.02578  0.07
67 C -4.25060 2.31591 -2.84157  -0.54
68 O -4.42526 1.71143 -1.83622  0.17
69 O -3.39592 3.35995 -2.97467  0.09
70 H -2.03633 5.36989 -4.06332  0.09
71 H -2.71287 5.22870 -5.69460  0.09
72 H -3.74303 5.70270 -4.32828  0.09
73 H -2.40744 2.98132 -4.73237  0.16
74 H -4.50368 2.76509 -5.94216  0.14
75 H -5.33823 3.88395 -4.83502  0.14